Entry 1:
The molecule C3H7Cl2PS at a distorted geometry. Source: the OMol25 dataset; level of theory: wB97M-V/def2-TZVPD.

Each line ends with the Löwdin charge.
Positions of all 14 atoms, in Å:
C: 2.32 -0.94 -0.12  -0.1516
C: 0.86 -0.44 -0.19  -0.5655
C: -1.19 1.17 0.57  -0.8483
P: -2.68 0.10 0.73  0.1167
S: 0.41 0.58 1.26  0.7671
Cl: -3.78 1.57 0.03  0.2226
Cl: -2.61 -0.92 -1.03  0.1644
H: 3.08 -0.23 0.30  0.0854
H: 2.32 -1.84 0.52  0.0716
H: 2.59 -1.28 -1.08  0.0497
H: 0.14 -1.18 -0.27  0.0078
H: 0.86 0.12 -1.10  0.0634
H: -0.81 1.14 -0.50  0.0282
H: -1.52 2.14 0.88  -0.0115

For the LUMO energy, the calculation gives 0.0228 hartree. Its HOMO energy is -8.86 eV. The HOMO-LUMO gap is 9.48 eV. As for the electronic energy: -1778.4466 a.u.

---

Entry 2:
A structure of composition C3H7Cl3Si at a distorted geometry. Source: the OMol25 dataset; level of theory: wB97M-V/def2-TZVPD.

Each line ends with the Löwdin charge.
Positions of all 14 atoms, in Å:
C: -1.28 0.12 0.57  -0.1242
C: 0.05 0.07 -0.24  -0.3926
C: 1.31 0.42 0.56  -0.6943
Si: 3.32 -0.25 -0.48  -0.2977
Cl: 1.30 2.24 0.57  0.4700
Cl: 3.76 -1.89 0.51  0.3137
Cl: 4.72 1.12 -0.39  0.3225
H: -1.39 -0.58 1.30  0.0251
H: -2.18 -0.02 -0.01  0.0605
H: -1.61 1.10 1.01  0.0867
H: -0.18 0.71 -1.11  0.0928
H: 0.28 -0.93 -0.77  0.1130
H: 1.20 0.19 1.67  0.0690
H: 3.23 -0.41 -1.99  -0.0444

For the LUMO energy, the calculation gives 0.0244 hartree. Its HOMO energy is -9.55 eV. The HOMO-LUMO gap is 10.21 eV. As for the electronic energy: -1788.6114 a.u.

---

Entry 3:
The molecule C3H7ClFN at a distorted geometry. Source: the OMol25 dataset; level of theory: wB97M-V/def2-TZVPD.

Each line ends with the Löwdin charge.
Positions of all 13 atoms, in Å:
C: 1.79 0.33 -0.23  -0.2728
C: 0.39 0.43 0.40  -0.4714
C: -0.42 -0.65 -0.08  -0.6187
H: 3.44 -0.89 0.07  0.0669
H: 2.07 -1.74 -0.37  0.0909
H: 1.64 0.55 -1.30  0.1197
H: 2.32 1.24 0.13  0.1324
H: 0.57 0.31 1.52  0.1712
H: -0.08 -1.12 -1.01  0.0828
H: -0.29 -1.64 0.53  0.1136
N: 2.43 -0.90 0.12  0.0051
F: -0.09 1.63 -0.07  -0.0230
Cl: -2.15 -0.34 -0.02  0.6035

For the LUMO energy, the calculation gives 0.0323 hartree. Its HOMO energy is -9.71 eV. The HOMO-LUMO gap is 10.59 eV. As for the electronic energy: -733.2890 a.u.